1.
69
Properties=species:S:1:pos:R:3:forces:R:3 method="wB97M-V/def2-TZVPD" homo_ev="-6.27 / -8.28" total_energy_ha=-2537.210470 multiplicity=5 homo_lumo_gap_ha="0.214 / 0.161" max_force_ev_per_a=4.30
H 6.785524 9.341433 9.955721 -0.04 0.49 0.11
H 5.766928 7.970620 13.957346 0.80 0.13 0.00
C 8.866586 20.349445 10.899911 -0.48 -0.01 0.92
H 9.474312 5.847151 7.001502 0.41 0.87 0.08
C 9.046370 7.398232 8.499599 1.15 -0.78 -1.66
C 8.291535 19.709118 12.012749 0.91 0.66 0.68
C 10.815297 7.586300 6.769828 0.77 0.16 0.32
H 8.907147 9.152436 9.842594 -0.88 -0.15 0.59
C 10.291841 9.399784 8.295240 -0.68 -1.08 -0.30
H 7.991790 12.738475 10.282485 0.74 0.22 0.35
C 10.892111 13.627750 11.692391 0.68 -0.90 3.16
O 12.019913 14.116634 11.677829 -0.71 0.67 -1.68
C 11.438267 10.676034 13.887999 -1.44 -0.59 -1.26
N 10.589414 12.756093 12.702001 -0.25 -1.06 -0.54
H 7.122382 10.556757 15.366773 0.17 0.93 -0.91
C 5.425349 11.055418 10.206442 -1.02 0.59 -0.47
C 7.095886 11.412818 14.620624 -0.08 -1.09 0.45
Pd 9.334026 11.269209 12.052788 0.23 -0.77 0.24
C 9.767282 6.851914 7.359246 0.26 1.00 0.76
H 7.030836 6.702737 13.933336 -0.08 -0.20 0.21
H 10.477258 21.784588 10.260688 -0.60 -0.90 0.32
H 10.926253 11.836182 6.659288 -0.50 0.23 -0.46
O 10.381737 10.772018 8.316377 0.09 -0.57 0.56
C 10.257455 20.292744 13.368062 -0.20 -0.56 -0.65
H 11.474814 7.176868 5.980774 -0.83 0.23 0.37
H 9.341900 12.111839 9.682935 0.22 0.22 0.05
H 8.450689 8.699252 13.767797 -0.27 0.00 -0.50
O 11.719395 9.946391 6.619559 -0.28 -1.29 0.54
C 6.309178 10.954566 13.361290 -1.04 -0.58 1.13
H 5.795287 11.764533 12.842346 0.32 0.21 -0.03
H 8.162703 11.690144 14.383615 -1.24 0.00 0.35
C 9.718782 13.846372 10.748113 1.04 1.15 -0.39
C 11.331777 11.109891 7.337822 2.15 1.11 0.13
H 6.128287 7.134929 12.488168 0.06 -0.23 -0.03
H 11.759982 21.381809 12.316144 0.72 0.71 -0.16
H 12.271434 11.569391 7.767158 -0.98 -0.59 0.07
C 8.015983 6.536193 9.102185 -2.12 3.17 1.99
H 10.265554 14.240130 9.895258 -0.47 -0.07 -0.75
C 10.046342 21.126093 11.045992 0.02 -0.16 -0.72
H 5.263578 10.985606 9.101818 0.25 -0.02 0.85
Cl 7.871944 20.031495 9.506322 0.65 0.76 -0.72
C 10.768681 21.020988 12.225198 -1.27 -1.09 1.13
C 9.312162 8.643795 9.002847 2.49 1.74 -1.29
O 7.122335 6.940707 9.889042 1.78 -1.25 -1.52
C 11.689418 12.152926 13.467881 -0.28 1.15 1.59
H 6.511447 12.200107 15.115817 0.55 0.04 -0.15
H 8.355595 7.883180 12.179708 -0.30 0.58 0.55
O 8.171230 5.378076 8.658727 -0.36 -2.69 0.04
C 6.608280 7.533385 13.382830 -0.50 0.24 -0.52
H 10.444202 19.296613 15.244988 0.54 0.22 -0.09
H 4.404227 11.173314 10.631574 0.60 -0.43 -0.08
N 8.987248 12.588630 10.511738 -1.25 1.36 -2.25
H 11.865055 12.762982 14.405740 -0.10 -0.76 -0.79
H 7.340679 19.212644 11.947394 -0.14 -0.09 -0.25
C 10.987053 19.901409 14.515095 -0.99 0.66 -0.71
C 8.933845 19.752496 13.223675 0.96 0.15 -0.33
H 8.525731 19.258107 14.077040 -0.39 -0.27 0.40
O 10.287901 10.148192 13.419522 1.94 -0.08 1.46
H 5.482317 10.253506 13.627424 0.35 0.51 0.19
H 11.981201 20.265074 14.691079 0.26 -0.10 0.17
H 12.609580 12.258703 12.899985 0.15 -0.23 -0.07
C 7.760134 8.450970 12.937454 -0.23 -0.37 0.00
H 9.081424 14.682531 11.089222 0.11 -0.69 0.09
H 5.554866 8.981691 11.025963 -0.38 0.55 -0.14
P 7.308093 10.062859 12.192077 0.51 0.31 -0.71
C 11.101650 8.890376 7.265176 -2.30 -0.12 -0.16
H 5.850822 12.060277 10.399818 0.37 -0.63 -0.05
O 12.235460 10.027306 14.522523 0.15 0.52 0.16
C 6.188660 9.837352 10.734722 0.29 -1.16 0.29


2.
75
Properties=species:S:1:pos:R:3:forces:R:3 method="wB97M-V/def2-TZVPD" homo_ev=-13.18 total_energy_ha=-2926.676603 homo_lumo_gap_ha=0.246 max_force_ev_per_a=1.87 charge=+2
N 3.180292 -1.516873 -3.780828 -0.03 0.04 0.07
C 1.758099 -0.545504 2.281672 0.63 -0.33 0.32
H 1.305187 -0.305721 -5.253477 -0.03 -0.04 0.04
H 0.265149 3.426958 3.733282 -0.05 -0.03 -0.01
N 0.536676 -0.024403 1.849047 0.01 0.33 0.63
H 4.035920 -0.588806 4.824508 -0.02 -0.01 0.00
H -3.803534 -1.722274 0.036789 -0.03 0.10 0.02
H -1.355672 -0.658071 4.292381 -0.02 0.02 -0.06
N -2.890141 0.487450 -0.372387 -0.53 0.38 -0.07
C -1.980978 -2.867108 0.507083 0.04 -0.46 0.12
C -4.367428 4.985407 -1.991205 -0.05 -0.03 0.01
C 0.846691 2.650915 3.232100 0.06 -0.40 0.06
O 3.845675 -0.621412 -1.287535 -0.11 0.35 -0.02
C -0.532948 -5.090842 1.083089 -0.23 -0.05 0.01
H 0.683274 0.790085 -4.032742 0.02 0.01 -0.02
P 0.661754 -1.837876 -2.897877 0.30 -0.78 -0.45
H 0.087807 -5.944845 1.312379 0.02 0.02 0.02
N -2.104615 -0.562936 0.007311 -0.56 -0.14 -0.15
Hf 0.114481 -0.543395 -0.091747 -1.16 0.86 1.18
H 2.810955 -2.130795 -4.515632 0.02 -0.02 -0.04
C 4.251510 -1.748484 3.037478 -0.05 0.09 0.06
H -2.223836 2.522630 3.040274 0.08 -0.02 0.07
H 4.121037 -2.755513 1.128668 -0.01 0.03 -0.02
H 1.735131 2.471382 3.836646 0.00 0.06 -0.02
H -2.519353 5.639546 -2.855414 0.02 -0.02 0.01
H 1.257913 -3.824328 -2.338372 0.00 0.13 0.10
C -1.826857 1.864389 2.264120 0.25 -0.26 -0.07
H 3.926724 -0.934646 -4.168294 0.03 0.02 -0.05
C -5.033912 3.990106 -1.273397 -0.04 -0.07 0.05
C -4.370010 2.843072 -0.900021 0.13 -0.04 -0.07
H -4.909533 5.868981 -2.299282 0.05 0.03 0.00
C 3.598910 -0.847594 3.869281 0.12 -0.05 0.03
O 3.306963 1.622177 -2.413310 -0.10 0.12 0.00
C -2.353317 3.711633 -1.909694 -0.44 -0.22 0.22
C 0.052749 -3.849395 0.886938 0.29 0.01 0.10
O 1.388941 -2.942295 -1.951878 0.02 -0.02 -0.27
P 2.725995 0.400767 -1.854415 0.74 -0.18 -0.29
O -0.325740 -1.105848 -1.989629 0.45 -0.80 -1.47
H -1.646016 2.491460 1.392006 -0.04 0.06 -0.05
H 1.184352 3.055850 2.274737 -0.04 -0.02 -0.03
C 3.670261 -2.055881 1.820792 0.02 -0.12 -0.25
H -2.602658 1.137056 2.038772 -0.07 0.00 -0.03
H 1.124899 -3.752549 0.982980 -0.03 0.07 -0.08
C -2.642918 -4.072174 0.690795 -0.06 0.25 -0.01
O 0.254679 -2.466271 -4.154824 -0.04 0.15 -0.19
N -0.989791 3.537711 -2.150614 0.03 0.01 -0.05
H 0.740377 2.455234 -1.870000 -0.01 0.08 0.01
C 1.579738 0.262751 -4.364187 -0.02 0.09 -0.10
C 2.484526 -1.444124 1.503664 0.17 0.09 0.33
H -3.720962 -4.099921 0.606216 0.01 -0.04 0.00
C -1.908422 -5.211536 0.976719 0.18 0.01 0.01
H 1.920145 0.399854 4.205315 0.06 0.00 0.01
H 4.604293 -0.127369 -0.930299 -0.08 -0.17 -0.06
F 1.907778 -1.785376 0.241228 0.04 -0.13 0.50
H -1.393975 0.882459 5.146711 0.00 0.03 -0.03
C -0.331398 2.480256 -1.703210 0.33 0.03 0.06
H 3.572734 -2.076293 -3.018826 0.07 -0.06 -0.06
C -0.767660 0.230105 4.535225 0.29 0.13 -0.18
C 2.059005 -0.664591 -3.246314 -0.50 0.25 0.35
C 2.394434 -0.273590 3.510028 -0.18 0.01 -0.13
C -2.729143 -1.671824 0.178023 0.08 0.33 0.01
C -2.261962 1.504483 -0.867210 -0.03 -0.41 -0.06
H 0.065275 -0.095408 5.157906 -0.04 -0.02 0.03
C -3.030966 4.856210 -2.309342 0.09 0.12 -0.07
H 2.338156 1.008044 -4.602156 0.00 -0.01 0.02
N -0.636423 -2.748224 0.590738 -0.26 0.17 -0.24
H 5.188880 -2.199602 3.327871 -0.01 -0.02 0.00
H -2.399633 -6.165064 1.113231 0.01 0.00 0.01
O 1.635666 0.569261 -0.789388 0.99 0.12 -0.89
H -0.487962 4.272169 -2.627319 0.11 -0.03 -0.01
H -4.855452 2.044914 -0.357617 -0.08 0.05 0.00
H -6.074391 4.119194 -1.009803 0.00 0.01 -0.04
N -0.883863 1.476689 -1.074044 -0.39 -0.43 0.79
C -3.019370 2.687524 -1.227172 0.15 0.26 -0.12
Si -0.242190 1.132038 2.963459 -0.54 0.49 0.50


3.
72
Properties=species:S:1:pos:R:3:forces:R:3 method="wB97M-V/def2-TZVPD" homo_ev=-13.07 total_energy_ha=-2883.186096 homo_lumo_gap_ha=0.261 max_force_ev_per_a=2.34 charge=+2
C 0.820051 -0.846268 -2.586124 0.23 0.14 -0.34
H -6.251249 -0.550168 -1.719124 -0.07 -0.03 -0.03
N -0.571249 -1.890468 -0.935224 0.24 0.18 -0.11
H 2.017051 -1.771768 -4.140024 -0.03 -0.11 0.05
C 1.694351 1.534332 -3.618024 -0.17 -0.16 0.30
H -2.760849 1.438232 2.418676 0.13 0.29 0.27
C -3.396349 -0.281268 0.061876 -0.12 0.15 -0.09
H 0.740951 -0.790668 2.685576 -0.15 0.02 -0.42
N 1.118651 1.844732 1.524976 1.09 1.09 0.82
C 0.240351 -2.073868 -1.999124 -0.08 -0.48 0.06
C -0.082049 -4.453368 -1.914524 -0.07 0.22 0.13
C 3.255551 -1.698968 2.956876 -0.08 -0.09 -0.28
H -1.828549 -2.783268 0.428476 0.04 0.10 0.01
C 0.816751 3.960832 -2.078924 -0.13 -0.34 -0.03
N -2.682849 2.465532 2.508576 -0.43 -0.20 -0.53
C 1.690551 -0.855368 -3.677624 -0.20 0.09 0.25
Sc -0.583049 0.310032 0.095076 -1.90 -1.36 -0.07
H -5.270049 -1.229368 0.475976 -0.08 -0.02 0.13
H 4.070151 -2.285268 3.372076 0.05 -0.05 0.11
C 0.506151 -3.345268 -2.506324 -0.05 0.26 0.16
N 0.540451 3.295732 3.853176 0.35 0.00 -0.01
H -3.564049 2.834932 2.847976 0.18 0.08 0.07
O 1.226951 1.122832 0.517076 1.26 0.40 -0.37
C -0.369049 2.713032 3.073976 -0.14 0.35 0.24
O 2.072951 2.412332 1.999076 0.72 -0.01 -0.12
H 1.521351 3.240432 3.591676 -0.41 -0.05 0.12
H -0.013749 -2.074668 2.024776 0.11 0.46 -0.17
C -4.448049 0.452132 -2.341024 0.13 -0.01 0.01
N 0.479251 -1.198468 1.780476 0.23 -0.39 -0.14
N -0.094549 1.938732 1.988676 -1.46 -0.56 -0.19
H 3.328851 -3.153568 -0.183624 0.00 -0.12 -0.11
H 0.273051 3.913232 4.604376 -0.08 -0.07 -0.07
H -1.444249 -5.084068 -0.366324 -0.05 -0.05 0.05
H -1.909749 3.324832 4.235876 0.11 -0.18 -0.22
H 1.637051 4.113832 -2.757024 0.11 0.02 -0.13
H 1.405451 -4.127368 1.302576 0.00 -0.04 -0.05
N -0.641549 2.466232 -0.924724 0.44 -0.15 0.00
H 2.823851 0.371732 -5.016924 0.01 0.00 -0.13
C -4.706549 -0.657868 -0.241624 0.18 0.04 -0.18
H -4.839149 0.779932 -3.290824 0.03 0.04 -0.07
C 1.995051 -3.725268 2.129776 0.16 0.28 -0.04
H 2.758451 -4.455568 2.384676 0.00 -0.11 0.09
C -0.944749 -4.258968 -0.848224 0.13 0.16 -0.23
H -2.015149 3.291332 0.364576 0.15 0.02 -0.07
N -2.613049 0.389232 -0.808024 -0.88 -0.17 -0.14
H 2.509251 -1.566568 3.739476 -0.04 -0.01 0.14
H -2.501249 1.327632 -2.632824 -0.06 -0.07 -0.05
C 3.743851 -2.630968 0.678076 -0.28 0.17 0.26
H 1.170051 -3.483768 -3.345224 0.00 0.05 -0.03
N 0.433451 0.298832 -2.009024 0.08 0.00 0.14
H 0.132451 -5.441868 -2.285924 0.00 -0.14 -0.06
C 0.852651 1.469132 -2.506224 0.28 0.03 -0.36
C -3.150649 0.752432 -1.981124 0.05 0.18 -0.27
H 4.558451 -3.223068 1.086576 0.04 -0.04 -0.02
C -5.236649 -0.287968 -1.459224 0.25 0.12 0.04
H 4.125251 -1.667168 0.349976 0.16 0.05 -0.07
C 2.137551 0.351932 -4.185224 -0.14 0.04 0.19
C -1.210149 3.514832 -0.333424 -0.31 0.17 0.07
H 0.597851 6.047632 -1.634624 0.03 0.06 -0.01
C -0.818449 4.823532 -0.573424 0.10 -0.14 -0.16
H 1.350251 -3.602368 3.000776 -0.05 -0.08 0.03
S -2.630949 -0.587668 1.582276 0.56 -0.26 0.27
H 1.494351 -1.849168 0.172776 -0.20 0.05 0.29
H 1.998951 2.476132 -4.042924 0.00 0.10 0.05
H 3.636451 -0.723368 2.662476 0.10 0.08 0.02
C -1.158449 -2.963568 -0.403624 -0.18 -0.25 0.21
C 0.336851 2.677332 -1.825124 -0.08 0.59 0.18
N -1.656649 2.851332 3.374476 0.28 0.02 0.40
N 1.713051 -1.469968 1.092376 0.17 -0.10 -0.14
C 2.662851 -2.400268 1.735376 -0.03 -0.16 0.18
C 0.238151 5.048132 -1.442824 -0.19 -0.21 0.11
H -1.331949 5.635832 -0.087424 -0.04 0.10 0.08


4.
66
Properties=species:S:1:pos:R:3:forces:R:3 method="wB97M-V/def2-TZVPD" homo_ev=-8.29 total_energy_ha=-1608.059154 homo_lumo_gap_ha=0.318 max_force_ev_per_a=0.67
H 1.818048 1.060171 4.924746 -0.11 0.07 0.05
C 0.793360 -0.047501 -2.409878 -0.33 0.07 -0.10
C -0.694694 -0.731260 -0.623919 -0.11 0.09 -0.14
H -5.455554 -1.964944 -0.370111 -0.09 0.00 -0.01
O 5.879965 -1.721335 2.649347 0.25 -0.25 -0.04
H -7.735862 2.073823 -5.707130 -0.03 0.06 -0.07
C -0.492592 -0.173716 -1.910087 -0.07 -0.12 0.24
H 0.269270 -1.575093 1.096300 -0.09 -0.03 0.08
C -8.078163 0.805371 -4.020522 -0.03 0.09 -0.12
C -2.942293 1.126722 -4.360128 0.43 -0.15 0.31
H 3.422591 1.782382 4.874055 0.07 0.12 0.04
C 0.393199 -1.144902 0.117023 -0.10 0.02 -0.05
H 5.520143 1.207992 0.969779 -0.04 0.05 -0.11
H 3.172504 -2.714998 3.332278 0.03 0.05 -0.11
H 5.813524 0.578061 5.216263 -0.03 0.02 0.13
H 6.891797 1.898293 1.851795 0.08 0.11 -0.01
H 2.362140 -0.518873 3.182444 0.13 0.14 0.03
H 6.771501 0.148854 1.614851 0.06 -0.01 -0.04
C 5.434012 0.938274 3.112521 0.39 -0.06 -0.02
H 3.033142 2.351726 2.402071 0.06 0.12 0.01
C -5.905310 1.449552 -4.801930 0.10 0.02 -0.02
H 2.882228 -0.371408 -2.038552 0.08 0.01 -0.03
C 4.728303 -1.336413 2.683862 -0.46 -0.28 0.03
H -0.960998 1.721723 -3.797128 -0.11 -0.12 0.00
C -5.314539 0.709805 -3.790061 -0.23 -0.02 -0.03
C -6.123177 0.000782 -2.879288 0.02 0.06 -0.10
C -7.500788 0.058268 -3.003321 0.13 -0.14 0.20
C 3.626351 -2.373918 2.397919 0.48 -0.22 0.00
H -5.276298 1.982452 -5.494789 0.04 0.01 -0.01
C 6.206073 1.056323 1.799800 -0.12 0.04 0.10
H 4.930223 1.890100 3.298083 0.00 -0.11 -0.02
C -2.267507 -1.320714 1.054466 -0.03 -0.09 0.21
C 1.686292 -1.014055 -0.398028 -0.16 0.15 -0.35
H 2.704871 1.056225 1.250604 -0.01 0.04 -0.10
C -7.285651 1.495260 -4.915697 -0.16 -0.06 0.09
O -3.065425 1.777726 -5.374875 0.10 0.08 -0.15
H -9.153830 0.839160 -4.103905 -0.09 0.00 -0.01
C -1.540701 0.790083 -3.826279 0.12 0.24 -0.47
C 1.877680 -0.465458 -1.657333 0.14 -0.20 0.41
N -3.932517 0.616272 -3.604331 -0.14 -0.36 0.54
O -1.994160 -0.805384 -0.224954 0.20 0.13 -0.35
H 0.960447 0.376490 -3.386620 -0.03 0.05 -0.10
N 4.373470 -0.073455 3.001485 0.03 0.14 -0.02
H -6.828980 -0.828751 -0.376373 0.02 -0.02 -0.05
H -1.783252 -0.729813 1.838570 -0.01 -0.02 -0.03
H 1.457982 1.563173 2.390261 -0.12 0.07 0.01
O 4.011853 -1.321206 -0.004477 -0.11 -0.09 0.11
H -8.137741 -0.474741 -2.315234 -0.01 -0.06 0.08
H -1.066223 0.112920 -4.550271 -0.06 0.08 0.10
O 2.545223 -1.947450 1.577860 -0.29 0.02 -0.10
O -5.447814 -0.709744 -1.920441 0.12 0.34 -0.42
H 4.141455 -3.213081 1.918785 -0.06 0.20 0.14
H -6.807872 -2.218687 -1.499286 0.03 0.05 0.01
C -6.191407 -1.465380 -0.998582 -0.13 -0.15 0.19
H 3.225008 0.113122 5.415387 0.02 -0.05 0.10
C 2.525751 1.400215 2.266461 0.04 -0.32 0.09
C 3.008253 0.354318 3.276146 -0.34 0.16 0.17
C 2.873553 -1.434669 0.375427 0.27 0.01 -0.14
C 2.866304 0.862982 4.714160 -0.01 -0.19 -0.23
H -1.955186 -2.366318 1.143240 0.00 0.04 0.00
C 6.371174 0.651960 4.285491 -0.12 0.08 -0.09
H -3.347918 -1.254195 1.171955 0.08 -0.02 0.05
O -1.629131 0.197264 -2.552467 0.12 -0.10 0.19
H 7.094978 1.457995 4.375688 0.09 0.12 0.05
H 6.900456 -0.280223 4.117002 0.04 -0.01 0.02
H -3.657537 0.091848 -2.780124 0.08 0.11 -0.15